[1]
Computed, not measured: a molecular structure, C2H2Br2I2 at a distorted geometry, with the ωB97M-V functional and the def2-TZVPD basis.

The calculation puts the frontier orbital gap (alpha / beta) at 7.7 / 7.7 eV. Its spin multiplicity is 1. The electronic energy is -158388.5882 eV. The relative energy (zero: lowest compared OMol25 entry of this formula, charge and spin) is 78.4 kcal per mole. The charge is 0. The highest occupied orbital energy (alpha / beta) comes out at -8.99 / -8.99 eV.

```
8
Properties=species:S:1:pos:R:3:mulliken_charge:R:1
C -0.551 -0.164 -0.464 -0.62
C 0.666 -0.079 0.456 -0.51
Br -0.512 -1.897 -1.470 -0.10
Br 0.777 -1.379 1.884 -0.01
I -2.411 0.398 0.335 0.23
I 0.902 1.992 0.864 0.19
H -0.273 1.495 -1.391 0.27
H 1.402 -0.365 -0.214 0.54
```

***

[2]
Computed, not measured: 2 unconnected molecules or ions with the total composition C3O4 at a distorted geometry, with the ωB97M-V functional and the def2-TZVPD basis.

The calculation puts the frontier orbital gap (alpha / beta) at 7.4 / 7.4 eV. As for the SMILES: O=C=C=O.O=C=O. Its spin multiplicity is 1. The electronic energy is -11298.1211 eV. The relative energy (zero: lowest compared OMol25 entry of this formula, charge and spin) is 63.5 kcal per mole. The charge is 0. The highest occupied orbital energy (alpha / beta) comes out at -9.29 / -9.29 eV.

```
7
Properties=species:S:1:pos:R:3:mulliken_charge:R:1
C -0.715 0.665 0.429 0.34
C -1.728 0.557 -0.388 0.34
C 1.679 -0.820 -0.041 0.80
O -0.040 1.186 1.242 -0.33
O -2.482 0.057 -1.170 -0.36
O 1.375 -1.451 -0.989 -0.40
O 1.912 -0.193 0.918 -0.38
```

***

[3]
Computed, not measured: a gas-phase ion, C3H8N3 (charge +1) at a distorted geometry, with the ωB97M-V functional and the def2-TZVPD basis.

The calculation puts the frontier orbital gap at 10.7 eV. As for the SMILES: C1NCN2[NH2+][C@@H]12. Its spin multiplicity is 1. The electronic energy is -7701.6011 eV. The relative energy (zero: lowest compared OMol25 entry of this formula, charge and spin) is 84.8 kcal per mole. The charge is +1. The highest occupied orbital energy comes out at -14.04 eV.

```
14
Properties=species:S:1:pos:R:3:mulliken_charge:R:1
C 0.479 1.182 -0.044 -0.59
C -0.351 -0.744 1.133 -0.35
C 0.798 -0.136 -0.789 0.07
N -0.462 0.704 0.948 -0.40
N 0.172 -1.213 -0.159 -0.19
N -0.540 -0.663 -1.296 -0.15
H 1.428 1.707 0.358 0.34
H 0.014 1.902 -0.718 0.28
H 0.280 -1.098 1.990 0.31
H -1.324 -1.179 1.181 0.32
H 1.771 -0.314 -1.221 0.40
H -0.383 1.187 1.879 0.30
H -1.220 0.078 -1.200 0.33
H -0.661 -1.412 -2.062 0.34
```

***

[4]
Computed, not measured: a gas-phase ion, C6H9N2O2 (charge -1) at a distorted geometry, with the ωB97M-V functional and the def2-TZVPD basis.

The calculation puts the frontier orbital gap at 6.2 eV. Its spin multiplicity is 1. The electronic energy is -13439.5010 eV. The relative energy (zero: lowest compared OMol25 entry of this formula, charge and spin) is 144.4 kcal per mole. The charge is -1. The highest occupied orbital energy comes out at -2.22 eV.

```
19
Properties=species:S:1:pos:R:3:mulliken_charge:R:1
C -3.419 -0.013 1.018 -0.74
C -2.754 0.942 0.138 -0.44
C -3.010 -1.154 1.415 0.83
C 1.260 0.352 1.050 -1.18
C 1.026 -0.585 -1.298 -1.23
C 0.469 -0.608 0.166 0.13
N -0.925 -0.391 0.298 -0.72
N -1.432 0.700 -0.134 0.97
O -2.732 -2.256 1.772 -0.53
O -0.698 1.577 -0.746 -0.79
H -4.477 0.226 1.235 0.24
H -3.021 2.015 0.177 0.22
H 1.101 1.398 0.446 0.23
H 2.283 0.052 0.852 0.38
H 0.939 0.411 2.158 0.30
H 1.900 -1.254 -1.329 0.35
H 1.327 0.483 -1.474 0.25
H 0.346 -0.880 -2.093 0.38
H 0.580 -1.671 0.661 0.33
```

***

[5]
Computed, not measured: a molecular structure, C36H27BBrF4GaN8PS at a distorted geometry, with the ωB97M-V functional and the def2-TZVPD basis.

The calculation puts the frontier orbital gap (alpha / beta) at 8.4 / 5.2 eV. Its spin multiplicity is 2. The electronic energy is -203766.3872 eV. The relative energy (zero: lowest compared OMol25 entry of this formula, charge and spin) is 5.5 kcal per mole. The charge is +2. The highest occupied orbital energy (alpha / beta) comes out at -13.18 / -13.18 eV.

```
80
Properties=species:S:1:pos:R:3:mulliken_charge:R:1
Ga -2.164 -0.690 2.770 -0.06
C -6.282 -0.016 3.454 -1.11
C -5.258 -0.907 3.186 -0.13
N -4.069 -0.369 3.053 0.01
N -4.263 0.997 3.273 0.40
C -5.531 1.170 3.511 0.01
B -3.143 2.125 3.118 0.52
N -2.479 1.989 1.746 0.53
C -2.038 2.959 0.922 -0.15
C -1.416 2.387 -0.162 -1.44
C -1.318 1.003 0.171 -0.29
N -2.081 0.793 1.283 -0.13
N -1.977 1.828 4.085 0.44
C -1.232 2.526 4.946 0.09
C -0.232 1.677 5.519 -1.09
C -0.470 0.471 4.940 -0.14
N -1.521 0.524 4.152 -0.29
N -3.760 3.443 3.299 0.25
C -4.524 4.190 2.474 -0.21
C -4.953 5.389 3.134 -1.09
C -4.277 5.235 4.399 -0.20
N -3.658 4.037 4.526 -0.95
H -7.290 -0.310 3.805 0.35
H -5.332 -1.918 2.978 0.59
H -5.808 2.154 3.784 0.49
H -2.312 3.971 1.172 0.73
H -1.006 2.916 -0.948 0.59
H -0.889 0.135 -0.366 0.54
H -1.471 3.473 5.241 0.62
H 0.419 2.007 6.374 0.38
H 0.110 -0.472 4.994 0.45
H -4.581 3.809 1.459 0.62
H -5.486 6.240 2.811 0.46
H -4.221 5.929 5.256 0.43
F 5.123 -6.328 -3.290 -0.23
C 4.982 -5.047 -3.590 0.65
C 5.932 -4.102 -3.714 0.02
F 7.172 -4.449 -3.580 -0.25
C 5.534 -2.759 -3.739 0.44
F 6.468 -1.799 -3.778 -0.32
C 4.221 -2.294 -3.769 0.04
P 3.656 -0.594 -4.059 0.20
C 4.898 0.407 -4.784 0.55
C 5.251 0.160 -6.092 -0.36
C 6.258 0.951 -6.614 -0.70
C 6.786 2.047 -5.940 -0.38
C 6.338 2.331 -4.647 -0.70
C 5.435 1.485 -4.040 -0.40
C 3.004 0.163 -2.584 0.94
C 2.589 1.569 -2.588 -0.56
C 2.229 2.220 -1.415 -0.77
C 2.158 1.519 -0.214 -0.61
C 2.558 0.189 -0.218 -0.67
C 2.935 -0.517 -1.371 -0.46
C 3.263 -3.312 -3.806 -0.15
Br 1.483 -2.783 -3.965 -0.08
C 3.639 -4.630 -3.675 0.39
F 2.744 -5.592 -3.861 -0.28
H 4.876 -0.712 -6.623 0.44
H 6.544 0.918 -7.633 0.42
H 7.496 2.688 -6.478 0.40
H 6.755 3.149 -4.127 0.45
H 5.150 1.755 -3.046 0.56
H 2.624 2.172 -3.483 0.55
H 2.074 3.263 -1.377 0.61
H 2.061 2.088 0.744 0.43
H 2.722 -0.282 0.742 0.47
H 3.335 -1.548 -1.245 0.36
S -1.143 -2.551 2.246 -0.31
C -2.694 -3.447 1.625 -0.01
C -3.439 -3.074 0.471 0.26
C -4.407 -3.895 -0.089 -0.78
C -4.703 -5.120 0.550 -0.41
C -4.053 -5.487 1.771 -0.70
C -3.052 -4.659 2.244 -0.06
H -3.214 -2.062 -0.008 0.20
H -4.910 -3.637 -1.015 0.44
H -5.433 -5.757 0.172 0.47
H -4.314 -6.373 2.369 0.40
H -2.413 -4.958 3.161 0.26
```

***

[6]
Computed, not measured: 2 unconnected molecules or ions with the total composition C4H10NO2 at a distorted geometry, with the ωB97M-V functional and the def2-TZVPD basis.

The calculation puts the frontier orbital gap at 8.5 eV. Its spin multiplicity is 1. The electronic energy is -9896.3681 eV. The relative energy (zero: lowest compared OMol25 entry of this formula, charge and spin) is 24.8 kcal per mole. The charge is -1. The highest occupied orbital energy comes out at -4.19 eV.

```
17
Properties=species:S:1:pos:R:3:mulliken_charge:R:1
C 1.967 -0.413 -0.206 -0.76
N 0.982 -1.514 -0.045 -0.58
C 0.376 -1.887 -1.320 -0.70
H 2.835 -0.737 -0.776 0.34
H 1.429 0.459 -0.601 0.22
H 2.390 -0.143 0.745 0.26
H 0.265 -1.075 0.542 0.41
H -0.091 -1.026 -1.878 0.22
H -0.389 -2.717 -1.249 0.24
H 1.172 -2.267 -1.966 0.31
O -1.005 0.641 -0.488 -0.69
C -0.987 1.011 0.738 0.75
O -0.239 0.482 1.630 -0.78
C -2.001 2.102 1.119 -1.10
H -3.000 1.688 1.177 0.25
H -1.853 2.456 2.119 0.33
H -1.850 2.939 0.457 0.27
```

***

[7]
Computed, not measured: 2 unconnected molecules or ions with the total composition C4H7ClN3 at a distorted geometry, with the ωB97M-V functional and the def2-TZVPD basis.

The calculation puts the frontier orbital gap at 7.5 eV. Its spin multiplicity is 1. The electronic energy is -21245.1228 eV. The relative energy (zero: lowest compared OMol25 entry of this formula, charge and spin) is 40.3 kcal per mole. The charge is +1. The highest occupied orbital energy comes out at -13.04 eV.

```
15
Properties=species:S:1:pos:R:3:mulliken_charge:R:1
C 2.704 -1.060 0.699 -0.01
C -2.587 0.219 -0.294 0.21
C 1.289 -0.741 -0.907 -0.55
C 1.332 -0.592 1.218 -0.17
N 2.536 -1.119 -0.532 -0.43
N -3.042 0.438 -1.506 -0.24
N 0.598 -0.380 0.227 -0.21
Cl -3.044 -0.967 0.756 0.04
H 3.614 -1.278 1.282 0.34
H 1.307 0.084 -1.580 0.37
H 0.909 -1.613 -1.429 0.34
H 1.139 -0.498 2.306 0.34
H -3.718 -0.310 -1.807 0.29
H -2.696 1.172 -2.144 0.31
H -2.010 1.034 0.065 0.36
```

***

[8]
Computed, not measured: CH3ClN2O2 in the gas phase at a distorted geometry, with the ωB97M-V functional and the def2-TZVPD basis.

The calculation puts the frontier orbital gap (alpha / beta) at 9.7 / 9.7 eV. As for the SMILES: [O-]/[N+](CCl)=N\O. Its spin multiplicity is 1. The electronic energy is -20678.8572 eV. The relative energy (zero: lowest compared OMol25 entry of this formula, charge and spin) is 48.6 kcal per mole. The charge is 0. The highest occupied orbital energy (alpha / beta) comes out at -9.51 / -9.51 eV.

```
9
Properties=species:S:1:pos:R:3:mulliken_charge:R:1
C 0.954 -0.623 0.573 -0.26
N -0.861 -0.107 -0.717 -0.36
N -0.214 0.268 0.349 0.72
O -0.259 1.358 1.010 -0.59
O -1.833 0.801 -0.903 -0.33
Cl 2.105 -0.228 -0.750 -0.16
H 1.475 -0.214 1.444 0.28
H 0.888 -1.701 0.691 0.29
H -2.254 0.446 -1.698 0.40
```